Record 1
# C43H63BClKN4OP2Sb

A molecular structure, C43H63BClKN4OP2Sb in a non-equilibrium geometry (the ωB97M-V functional and the def2-TZVPD basis, OMol25).

Last column: Löwdin charge in e.
Positions of all 117 atoms, in Å:
Cl -6.11 -5.09 -0.91  0.592
C 4.27 -3.18 -2.49  -0.101
C 3.18 -2.14 -2.25  -0.694
H -4.73 -3.22 -2.52  0.103
N -2.11 -0.42 -2.48  0.054
P 2.25 -2.22 -0.60  1.120
C -1.93 0.20 -3.72  -0.201
C -4.09 0.36 2.06  -0.312
H 1.44 -1.37 -3.29  0.058
C -2.47 -1.38 4.26  -0.346
C 3.83 -0.75 -2.32  -0.107
H 4.00 -5.11 -0.60  0.059
C 1.35 1.63 -3.25  -0.169
H 5.86 -0.82 2.09  0.095
H 1.20 -5.84 -0.66  0.082
C 2.19 -4.03 -0.02  -0.707
H -1.48 2.13 0.57  0.022
C 6.09 1.09 3.08  -0.136
Sb -2.09 0.25 2.87  1.339
H -3.50 0.82 -6.68  0.100
C 3.63 1.77 2.00  -0.197
C 4.20 0.50 1.73  -0.185
H 4.20 -4.11 0.85  0.065
H 3.18 6.47 0.42  0.079
H 1.87 -3.48 2.08  0.074
C -1.65 3.18 0.82  -0.138
H 2.63 2.66 -4.66  0.104
H -3.34 -1.82 -3.34  0.113
H -1.48 3.06 -1.84  0.066
C -0.48 1.44 -5.27  -0.159
C 2.10 4.89 -0.59  -0.691
H -1.89 -2.26 3.99  -0.018
H 3.45 3.36 -1.36  0.069
H 0.95 2.50 -6.49  0.112
H -2.72 3.38 0.69  0.092
H 4.56 -1.73 0.15  0.081
C 3.56 -1.59 0.58  -0.319
C -3.32 -2.99 1.04  -0.017
H 4.99 -3.21 -1.67  0.071
H -3.53 -1.63 4.25  -0.004
C -1.45 4.08 -1.47  -0.109
O -1.88 -1.25 0.40  -0.355
H 3.17 0.01 -1.91  0.033
C 5.53 2.33 3.34  -0.134
H -3.55 1.37 4.93  -0.008
H -1.84 1.77 5.17  -0.015
H 7.06 0.83 3.51  0.083
N 2.42 1.83 1.32  -0.067
C -2.90 -1.43 -2.41  -0.097
H 1.93 3.76 2.00  0.065
C -0.99 5.54 0.51  -0.096
H -0.49 5.64 1.48  0.079
C -2.91 0.24 -4.69  -0.031
C -0.84 4.14 -0.06  -0.693
C -1.49 1.39 -6.26  -0.057
H -2.47 4.47 -1.45  0.084
N 3.33 -0.20 0.91  -0.059
H -2.18 -1.05 5.25  -0.011
H 1.93 -4.95 -2.00  0.056
C 5.43 0.16 2.28  -0.035
H 4.77 -0.71 -1.77  0.079
C -2.70 0.82 -5.95  -0.088
C 3.50 -4.75 0.30  -0.097
C -4.34 -3.14 -1.52  -0.092
C -2.64 1.69 4.43  -0.371
C -0.69 0.88 -3.99  -0.158
B 2.15 0.59 0.59  -0.435
H 3.87 3.65 3.03  0.093
H -4.71 -0.43 2.49  -0.001
H 3.30 -5.62 0.93  0.079
C 1.33 -3.95 1.25  -0.117
H -3.89 -0.16 -4.47  0.104
H -4.06 0.24 0.98  -0.008
H 1.06 -4.96 1.57  0.080
H 0.60 2.60 2.00  0.068
H 0.43 -4.36 -1.26  0.079
H -1.41 3.31 1.87  0.061
P 0.92 3.43 -0.27  1.151
H 3.52 -2.20 1.49  0.080
H 2.03 5.66 1.48  0.059
C -2.79 -2.07 0.07  -0.405
H -2.81 2.68 3.99  -0.022
H -0.58 6.30 -0.16  0.060
H 1.76 4.72 -2.73  0.065
H 2.03 1.72 -2.41  0.061
H 1.51 -3.13 -3.26  0.060
C -3.33 -2.19 -1.26  -0.122
H 4.21 4.94 -1.09  0.082
H -1.31 1.83 -7.23  0.105
C 4.29 2.68 2.80  -0.046
H 6.06 3.03 3.96  0.084
H -0.88 4.67 -2.19  0.060
H 0.80 5.99 -1.96  0.056
C -4.84 -3.95 -0.54  -0.688
H 4.82 -2.93 -3.40  0.081
C 3.48 4.22 -0.69  -0.102
H -2.05 5.77 0.66  0.082
N 0.23 1.00 -3.00  0.062
C 1.48 2.93 1.44  -0.290
H 0.42 -3.39 1.08  0.068
H 1.46 6.80 0.26  0.061
H 3.85 -4.18 -2.63  0.060
H 2.53 6.24 -2.22  0.082
H -4.70 -4.54 1.53  0.100
C 1.68 2.17 -4.51  -0.046
C -4.32 -3.88 0.76  -0.111
C 1.77 5.49 -1.96  -0.111
H -2.90 -2.94 2.04  0.087
H 3.84 3.87 0.28  0.067
H -4.52 1.33 2.31  -0.006
C 2.19 6.01 0.46  -0.096
C 1.40 -4.84 -1.05  -0.112
H 4.06 -0.50 -3.37  0.085
C 0.76 2.08 -5.51  -0.020
K -0.30 -0.03 -0.60  0.483
H 2.59 -2.23 -4.34  0.083
C 2.12 -2.23 -3.35  -0.105

The LUMO energy comes out at 2.0 eV. The max |F| comes out at 2.1 eV/A. The charge is -1.

---

Record 2
# C24H33ClN6O2

C24H33ClN6O2 in the gas phase in a non-equilibrium geometry (the ωB97M-V functional and the def2-TZVPD basis, OMol25).

Last column: Löwdin charge in e.
Positions of all 66 atoms, in Å:
C 0.62 -3.30 -0.90  -0.665
C -0.99 -2.19 0.50  -0.217
C 2.21 2.96 -0.56  -0.404
H 4.70 -1.11 -0.99  0.093
H -2.71 2.17 0.59  0.101
H -5.29 1.97 -1.19  0.120
N 3.32 0.30 -0.41  0.016
C -6.55 -0.49 -1.19  -0.114
C 3.89 1.22 -1.26  -0.475
C -0.79 -2.15 2.97  -0.128
H 0.20 -3.40 -3.00  0.100
N 0.63 1.92 1.21  0.054
H 3.11 -1.77 -0.51  0.039
H 4.24 -1.18 0.73  0.099
C -4.61 1.13 -1.31  -0.233
C -1.95 2.39 -0.16  -0.216
H -3.25 -0.90 2.33  0.130
C 3.88 -1.02 -0.28  -0.001
N -0.14 0.23 2.78  -0.038
N 1.60 -0.10 1.23  0.206
C -2.64 2.76 -1.48  -0.203
N -1.46 -1.80 1.74  -0.089
C -1.77 -1.97 -0.64  -0.029
H -2.73 -1.50 -0.57  0.092
H -2.45 -0.17 0.93  0.077
C -0.13 -3.06 -2.04  -0.123
C 2.24 0.67 0.34  -0.204
H -4.66 -0.85 -2.16  0.097
H -1.64 4.37 0.65  0.124
C -1.58 0.40 2.83  -0.114
H -1.87 0.24 3.87  0.127
H -4.31 0.80 -0.31  0.093
H -7.26 0.32 -1.04  0.071
H -1.87 1.40 2.54  0.092
C 0.24 -1.06 3.35  -0.119
H -3.34 3.58 -1.31  0.117
C 0.23 -2.86 0.35  -0.063
H -0.31 -3.12 2.88  0.119
H 0.58 3.92 1.67  0.133
H -0.69 2.95 2.42  0.115
H 0.28 -0.94 4.44  0.123
C -1.33 -2.39 -1.89  -0.081
H 1.23 -1.30 2.98  0.103
H -1.95 -2.20 -2.75  0.105
Cl 2.11 -4.18 -1.04  0.687
H 3.74 3.13 -1.90  0.167
C -2.28 -0.63 1.90  -0.123
C 1.67 1.93 0.28  -0.065
H -1.56 -2.22 3.74  0.124
O 1.84 4.11 -0.69  0.056
H -5.69 0.32 -2.99  0.110
H -1.89 3.10 -2.18  0.115
C -0.14 3.10 1.50  -0.116
H 0.88 -3.04 1.19  0.096
H -1.35 1.49 -0.33  0.112
H -0.40 3.84 -0.49  0.096
H -3.71 1.86 -3.11  0.113
H -2.70 0.74 -2.21  0.104
N 3.30 2.47 -1.28  0.207
O 4.86 0.97 -1.95  0.075
C -1.04 3.51 0.33  -0.161
H -7.06 -1.30 -1.71  0.068
C 0.63 0.66 1.74  -0.273
C -5.35 -0.02 -2.00  -0.274
H -6.23 -0.85 -0.22  0.067
C -3.39 1.58 -2.11  -0.214

As for the SMILES: CCCCCCCCn1c(N2CCN(c3cccc(Cl)c3)CC2)nc2c1c(=O)[nH]c(=O)n2C. The LUMO energy comes out at 0.6 eV. The max |F| comes out at 1.4 eV/A.